No. 1
{
  "formula": "C4H10N3",
  "method": "the ωB97M-V functional and the def2-TZVPD basis",
  "symbols": ["H", "N", "N", "N", "C", "C", "C", "C", "H", "H", "H", "H", "H", "H", "H", "H", "H"],
  "positions_angstrom": [[-2.091, -0.778, 0.853], [-1.155, -0.971, 0.481], [-0.355, -0.062, -0.038], [-0.709, 1.166, -0.216], [-1.954, 1.617, 0.422], [0.997, -0.546, -0.188], [2.020, 0.289, -0.365], [1.204, -2.001, -0.388], [0.031, 1.923, -0.184], [-1.772, 2.613, 0.508], [-2.831, 1.344, -0.248], [-2.076, 1.114, 1.497], [1.931, 1.366, -0.378], [3.033, 0.014, -0.292], [0.537, -2.359, -1.265], [1.007, -2.537, 0.511], [2.183, -2.193, -0.710]],
  "forces_ev_per_a": [[0.298, 1.214, -0.803], [3.131, 0.872, -1.574], [-3.077, -3.968, 3.131], [0.305, 2.955, 0.472], [-0.941, -4.121, 0.525], [1.812, 0.269, -1.717], [-1.586, 1.407, 0.944], [-2.590, -0.436, -1.185], [-0.753, -1.840, -0.389], [-0.370, 2.970, 0.365], [0.966, 0.522, 1.023], [0.267, 1.195, -2.206], [-0.235, 0.172, -0.001], [0.875, -0.917, -0.401], [0.813, 0.415, 1.655], [-0.366, -0.711, 0.418], [1.450, 0.003, -0.255]],
  "homo_ev": -14.810,
  "gap_ha": 0.3377,
  "charge": 1,
  "de_lowest_kj_mol": 472.2,
  "lumo_energy_ev": -5.6
}

***

No. 2
{
  "formula": "C4H10N3",
  "method": "the ωB97M-V functional and the def2-TZVPD basis",
  "symbols": ["H", "N", "C", "C", "C", "C", "N", "N", "H", "H", "H", "H", "H", "H", "H", "H", "H"],
  "positions_angstrom": [[-3.067, 1.175, -0.268], [-2.119, 1.007, 0.001], [-1.691, 0.039, -0.647], [-0.252, -0.351, -0.494], [-0.163, -1.254, 0.787], [0.805, 0.699, -0.189], [0.505, 1.550, 0.741], [2.006, 0.690, -0.757], [-2.336, -0.598, -1.258], [-0.046, -0.807, -1.456], [-0.748, -2.203, 0.606], [-0.691, -0.642, 1.556], [0.832, -1.647, 0.969], [1.102, 2.305, 1.119], [-0.470, 1.653, 0.846], [2.731, 1.483, -0.689], [2.107, -0.210, -1.306]],
  "forces_ev_per_a": [[-0.983, 0.348, 0.412], [-0.281, 1.261, 0.246], [0.647, -0.312, -0.046], [1.007, -0.774, 0.192], [-1.718, -1.251, -1.050], [0.323, 0.849, -0.339], [1.095, 1.509, 0.527], [0.146, -1.201, -0.926], [0.344, -0.011, -0.177], [0.752, -0.597, 0.071], [0.225, 1.074, 0.226], [0.966, -0.883, -0.092], [0.233, 0.593, 0.491], [-0.303, -0.889, -0.600], [-1.760, 0.340, 0.659], [-1.569, -2.131, -0.106], [0.874, 2.073, 0.513]],
  "homo_ev": -14.800,
  "gap_ha": 0.4292,
  "charge": 1,
  "de_lowest_kj_mol": 76.6,
  "lumo_energy_ev": -3.1
}

***

No. 3
{
  "formula": "C4H10N3",
  "method": "the ωB97M-V functional and the def2-TZVPD basis",
  "symbols": ["C", "C", "N", "C", "C", "N", "N", "H", "H", "H", "H", "H", "H", "H", "H", "H", "H"],
  "positions_angstrom": [[-1.787, -1.058, 1.371], [-1.488, -0.016, 0.326], [0.044, -0.400, -0.144], [1.148, 0.172, 0.658], [2.369, -0.805, 0.534], [0.215, -0.514, -1.543], [0.301, -1.552, -0.998], [-2.034, -1.978, 0.835], [-0.953, -1.245, 2.002], [-2.720, -0.765, 1.863], [-1.170, 1.062, 0.644], [-1.895, -0.026, -0.707], [1.424, 1.169, 0.348], [0.843, 0.258, 1.672], [2.069, -1.792, 0.925], [2.736, -0.903, -0.436], [3.098, -0.512, 1.326]],
  "forces_ev_per_a": [[-2.024, 0.243, -1.573], [4.266, 1.081, -1.148], [-1.921, 1.784, 2.141], [2.227, -1.625, -0.997], [-1.245, 0.378, 3.596], [0.347, 1.693, -2.372], [-0.060, -2.176, 0.801], [0.103, -0.123, 0.150], [0.413, 0.143, 0.860], [0.405, -0.106, 0.457], [-1.458, -1.816, -0.268], [-0.907, 0.062, 1.189], [-0.277, 0.290, -0.640], [-0.614, -0.268, 0.831], [-0.120, 0.183, -0.466], [0.960, 0.108, -1.407], [-0.094, 0.148, -1.155]],
  "homo_ev": -16.896,
  "gap_ha": 0.4278,
  "charge": 1,
  "de_lowest_kj_mol": 530.1,
  "lumo_energy_ev": -5.3
}

***

No. 4
{
  "formula": "C4H10N3",
  "method": "the ωB97M-V functional and the def2-TZVPD basis",
  "symbols": ["H", "N", "N", "C", "N", "C", "C", "C", "H", "H", "H", "H", "H", "H", "H", "H", "H"],
  "positions_angstrom": [[-0.666, -1.480, -2.903], [0.142, -0.888, -2.637], [0.556, -1.138, -1.581], [0.963, -0.933, -0.424], [1.887, -1.621, 0.271], [0.017, 0.310, 0.321], [-1.240, -0.136, 1.080], [-0.230, 1.359, -0.716], [2.078, -1.450, 1.262], [2.441, -2.229, -0.226], [0.619, 0.627, 1.185], [-0.967, -1.093, 1.671], [-2.026, -0.533, 0.493], [-1.523, 0.566, 1.803], [0.234, 1.356, -1.738], [0.044, 2.347, -0.395], [-1.253, 1.496, -1.014]],
  "forces_ev_per_a": [[0.073, -0.049, 0.100], [-0.916, 0.930, -3.997], [0.390, -1.495, 2.487], [-0.992, 1.743, 3.758], [-1.709, 1.950, 0.637], [0.853, -1.333, -0.023], [2.055, -4.020, 0.051], [0.187, 1.403, -1.689], [-0.267, 0.066, -0.839], [1.639, -1.724, -0.909], [0.725, 0.158, -0.887], [-0.177, 1.499, -0.489], [-1.045, 0.358, -0.901], [-0.560, 1.253, 0.697], [0.311, -0.735, 1.026], [0.306, 0.418, 0.632], [-0.875, -0.422, 0.345]],
  "homo_ev": -14.413,
  "gap_ha": 0.3372,
  "charge": 1,
  "de_lowest_kj_mol": 384.7,
  "lumo_energy_ev": -5.2
}

***

No. 5
{
  "formula": "C4H10N3",
  "method": "the ωB97M-V functional and the def2-TZVPD basis",
  "symbols": ["C", "C", "C", "C", "N", "N", "N", "H", "H", "H", "H", "H", "H", "H", "H", "H", "H"],
  "positions_angstrom": [[2.778, -0.337, 0.303], [-1.121, -1.608, 0.037], [0.134, 1.880, 0.015], [-0.792, 0.699, -0.161], [3.924, -0.081, 0.225], [-2.384, -1.585, -0.261], [-0.334, -0.607, 0.144], [-0.675, -2.596, 0.386], [0.926, 2.022, -0.789], [-0.449, 2.723, 0.036], [0.626, 2.054, 1.061], [-1.034, 0.670, -1.257], [-1.652, 0.788, 0.435], [4.902, -0.031, 0.312], [-2.685, -2.574, -0.371], [-2.895, -0.731, -0.425], [0.732, -0.688, 0.309]],
  "forces_ev_per_a": [[2.181, 0.527, -0.249], [2.250, -2.174, 1.791], [3.182, -0.631, 1.530], [0.398, 0.847, -2.166], [-3.269, -0.799, 0.299], [-0.332, -1.855, -0.250], [3.596, 0.138, 0.407], [-0.711, 1.223, -0.969], [-1.037, -0.479, 1.060], [-1.683, 2.109, -0.636], [-0.570, -1.178, -1.733], [-0.378, 0.277, 0.829], [-1.468, 0.863, 0.581], [0.974, 0.186, -0.032], [-1.014, 1.689, -0.041], [-0.342, -0.442, -0.295], [-1.777, -0.303, -0.127]],
  "homo_ev": -14.849,
  "gap_ha": 0.4451,
  "charge": 1,
  "de_lowest_kj_mol": 186.8,
  "lumo_energy_ev": -2.7
}

***

No. 6
{
  "formula": "C4H10N3",
  "method": "the ωB97M-V functional and the def2-TZVPD basis",
  "symbols": ["H", "N", "C", "C", "C", "N", "C", "N", "H", "H", "H", "H", "H", "H", "H", "H", "H"],
  "positions_angstrom": [[-0.433, -2.422, 0.758], [-0.386, -1.583, 0.147], [0.782, -1.307, -0.123], [0.894, 0.347, -0.478], [2.040, 1.129, 0.188], [-0.434, 0.840, -0.119], [-1.448, 0.040, -0.391], [-2.587, -0.054, 0.221], [1.578, -1.902, 0.219], [1.083, 0.235, -1.552], [2.187, 0.917, 1.231], [3.006, 0.688, -0.177], [1.874, 2.218, -0.016], [-0.551, 1.117, 0.801], [-1.452, -0.441, -1.395], [-3.360, -0.633, -0.115], [-2.794, 0.813, 0.801]],
  "forces_ev_per_a": [[-0.647, 0.103, -1.012], [-0.930, -2.364, 1.659], [0.788, 4.288, 0.877], [0.501, -2.589, -0.171], [0.323, -0.738, -0.956], [0.415, 0.080, -1.567], [0.404, -2.980, -4.150], [-2.096, 3.107, 2.445], [1.485, -0.645, -0.164], [-0.528, 1.065, -0.038], [-0.742, 0.228, 0.817], [-0.804, 0.997, -0.393], [0.639, -1.027, 0.175], [0.668, 1.258, 2.346], [0.267, 0.617, 0.707], [0.557, 0.656, 0.025], [-0.299, -2.055, -0.600]],
  "homo_ev": -14.365,
  "gap_ha": 0.4131,
  "charge": 1,
  "de_lowest_kj_mol": 221.6,
  "lumo_energy_ev": -3.1
}